No. 1
Density functional theory data (ωB97M-V with the def2-TZVPD basis set) for a structure of composition C38H44N5O6S7SbSiTc.

Its spin multiplicity is 1. The total charge is +1. The HOMO-LUMO gap comes out at 0.2113 hartree. The calculation puts the highest occupied orbital energy at -0.3985 hartree. The calculated total energy is -5597.30469 a.u.

Last column: Löwdin charge in e.
CARTESIAN COORDINATES (ANGSTROEM)
Tc1 -0.197828 -0.113582 -0.192014  1.277
C1 -1.214867 1.275723 1.133141  -0.364
Si1 -2.429608 0.639550 2.407204  0.635
C2 -1.537913 -0.914834 2.855926  -0.229
N1 -1.188471 -1.678450 1.636129  -0.155
C3 -0.097721 -2.636209 1.997259  -0.179
C4 -0.595065 -3.761532 2.899132  -0.140
C5 -1.743617 -4.553268 2.237098  -0.154
C6 -2.200116 -3.884824 0.939636  -0.165
C7 -2.426156 -2.401353 1.163004  -0.158
C8 -4.128575 0.469364 1.666430  -0.259
C9 -5.086697 -0.386141 2.219547  -0.102
C10 -6.362460 -0.481874 1.682332  -0.069
C11 -6.709102 0.286757 0.578754  -0.071
C12 -5.780554 1.156346 0.023742  -0.078
C13 -4.502749 1.246214 0.564679  -0.102
C14 -2.449026 1.759462 3.884625  -0.235
C15 -3.632105 2.364122 4.316178  -0.082
C16 -3.647350 3.167774 5.449381  -0.073
C17 -2.476543 3.380238 6.162750  -0.073
C18 -1.288962 2.791540 5.744249  -0.074
C19 -1.275328 1.988166 4.613467  -0.088
H1 -0.416362 1.788352 1.675103  0.019
H2 -1.746995 2.062078 0.599478  -0.071
H3 -2.092860 -1.545677 3.561523  0.108
H4 -0.625973 -0.590412 3.351183  0.074
H5 0.682600 -2.059531 2.486962  0.109
H6 0.312066 -3.060534 1.096449  0.060
H7 -0.907253 -3.355474 3.861708  0.106
H8 0.256236 -4.410772 3.102022  0.111
H9 -2.595586 -4.609815 2.919668  0.114
H10 -1.438104 -5.580677 2.034994  0.104
H11 -3.141610 -4.320786 0.600545  0.128
H12 -1.472523 -4.048514 0.143818  0.076
H13 -3.183982 -2.293734 1.938652  0.104
H14 -2.822155 -1.916255 0.280257  0.093
H15 -4.842479 -0.981797 3.095106  0.109
H16 -7.088635 -1.150215 2.128131  0.109
H17 -7.704539 0.215141 0.158377  0.109
H18 -6.051688 1.771411 -0.825710  0.109
H19 -3.799545 1.942283 0.117012  0.090
H20 -4.552176 2.204162 3.763098  0.100
H21 -4.572010 3.628279 5.774103  0.108
H22 -2.487311 4.004904 7.047470  0.109
H23 -0.375395 2.955565 6.302605  0.108
H24 -0.338095 1.530963 4.305245  0.089
S1 -0.076866 1.711057 -5.245760  -0.037
Sb1 0.754626 1.895077 -3.204478  0.353
S2 1.555391 -0.161052 -2.227492  0.669
S3 -0.743740 1.839443 -1.316341  0.272
S4 2.199056 3.769645 -2.746378  0.599
C20 3.751358 -0.461642 -4.694516  -0.023
C21 3.714456 0.560483 -3.597739  -0.355
C22 3.403999 0.057034 -2.212041  -0.462
C23 3.854144 0.951762 -1.104197  -0.054
C24 4.043396 2.244412 -1.328777  -0.309
C25 3.831637 2.864315 -2.676568  -0.578
C26 3.898504 1.865783 -3.788902  -0.105
S5 4.593473 3.286844 -0.004890  0.626
O1 5.217367 2.424735 0.950481  -0.265
O2 5.275552 4.396892 -0.596977  -0.264
N2 3.244063 3.906401 0.670715  -0.120
C27 2.112391 3.040731 1.027445  -0.204
C28 2.434215 2.021461 2.124957  -0.060
C29 1.682060 0.722661 2.027734  -0.543
O3 1.439886 0.032813 2.979029  0.101
O4 1.390161 0.329233 0.758580  -0.292
H25 4.627467 -1.103702 -4.574611  0.100
H26 3.797614 0.009595 -5.674351  0.093
H27 2.868848 -1.104789 -4.656967  0.082
H28 3.754520 -0.964370 -2.065308  0.110
H29 4.016130 0.520686 -0.124332  0.130
H30 4.542804 3.676082 -2.825696  0.106
H31 4.080845 2.250116 -4.786739  0.138
H32 2.974941 4.744429 0.168169  0.107
H33 1.728985 2.531698 0.141191  0.058
H34 1.327909 3.713127 1.370724  0.132
H35 2.247752 2.424502 3.118034  0.136
H36 3.493651 1.759765 2.095005  0.114
N3 0.726792 -8.509687 0.951201  0.131
C30 0.860103 -7.277251 0.374683  -0.307
C31 0.085518 -6.925004 -0.742650  -0.012
C32 0.186329 -5.668563 -1.295610  -0.060
C33 1.055913 -4.731287 -0.736705  -0.320
C34 1.849371 -5.072941 0.358119  -0.058
C35 1.757623 -6.336068 0.901774  -0.015
S6 1.222165 -3.156257 -1.459546  0.576
O5 1.085888 -3.321940 -2.878512  -0.308
O6 2.382242 -2.526227 -0.886553  -0.330
N4 -0.051393 -2.191269 -0.946282  -0.265
C36 -1.162942 -2.019125 -1.715201  -0.774
S7 -1.910909 -2.879630 -2.995391  1.119
C37 -3.183729 -1.696954 -3.009026  -0.339
C38 -2.957827 -0.727599 -2.104907  -0.210
N5 -1.804995 -0.924280 -1.373109  -0.179
H37 0.231158 -9.232774 0.461877  0.103
H38 1.411263 -8.815914 1.619056  0.104
H39 -0.577147 -7.659564 -1.186213  0.120
H40 -0.378348 -5.426783 -2.187591  0.105
H41 2.549815 -4.349000 0.754973  0.121
H42 2.393106 -6.612735 1.735434  0.120
H43 -4.003229 -1.783594 -3.704892  0.080
H44 -3.573474 0.140787 -1.919977  0.108

Forces on the atoms, in the same order (eV/Å):
Tc 0.5 0.3 -0.2
C -0.1 0.0 -0.1
Si 0.1 0.0 -0.1
C -0.3 -0.3 0.1
N 0.2 0.3 -0.3
C 0.0 0.0 0.2
C -0.1 0.0 -0.1
C 0.0 0.0 0.0
C 0.1 -0.1 0.0
C 0.1 -0.2 0.1
C -0.1 0.0 -0.1
C 0.0 0.0 0.0
C 0.0 0.0 0.0
C 0.0 0.0 0.0
C 0.0 0.0 0.0
C -0.1 -0.1 0.0
C -0.1 0.1 0.0
C 0.0 0.0 0.0
C 0.0 0.0 0.0
C 0.0 0.0 0.0
C 0.0 0.0 0.0
C 0.0 0.0 0.0
H 0.0 0.0 0.0
H -0.1 0.1 0.2
H 0.1 0.0 -0.1
H 0.1 0.0 0.0
H 0.0 0.0 0.0
H 0.0 0.0 -0.1
H 0.0 0.0 0.0
H 0.0 0.0 0.0
H 0.0 0.0 0.0
H 0.0 0.0 0.0
H 0.0 0.0 0.0
H 0.0 0.0 0.0
H 0.0 0.0 0.0
H 0.0 0.0 0.0
H 0.0 0.0 0.0
H 0.0 0.0 0.0
H 0.0 0.0 0.0
H 0.0 0.0 0.0
H 0.0 0.0 0.0
H 0.0 0.0 0.0
H 0.0 0.0 0.0
H 0.0 0.0 0.0
H 0.0 0.0 0.0
H 0.0 0.0 0.0
S 0.1 0.0 0.2
Sb -0.1 0.0 -0.4
S -0.6 0.1 0.2
S 0.1 -0.1 0.0
S 0.0 -0.2 0.1
C 0.0 0.0 0.1
C 0.0 -0.1 0.0
C 0.0 0.0 0.2
C -0.1 0.0 -0.1
C 0.1 0.0 -0.1
C -0.1 0.0 0.1
C 0.1 0.1 0.0
S 0.2 0.0 -0.1
O 0.0 0.0 0.0
O 0.0 -0.1 0.0
N -0.2 0.0 0.1
C 0.0 0.0 0.0
C 0.0 0.2 -0.1
C -0.1 0.0 -0.4
O 0.0 -0.1 0.1
O 0.1 -0.3 0.5
H 0.0 0.0 0.0
H 0.0 0.0 0.0
H 0.0 0.0 0.0
H 0.0 0.0 0.0
H 0.0 0.0 -0.1
H 0.0 0.0 0.0
H 0.0 0.0 0.0
H 0.0 0.0 0.1
H 0.0 0.0 -0.1
H 0.0 0.0 0.0
H 0.0 0.0 0.0
H 0.0 0.0 0.0
N 0.0 0.1 0.0
C 0.0 -0.1 0.1
C -0.1 0.0 0.0
C 0.1 0.0 0.0
C -0.1 0.0 0.2
C -0.1 0.0 -0.1
C 0.0 0.0 0.1
S -0.1 0.2 0.1
O -0.1 0.1 -0.1
O 0.1 0.0 0.0
N -0.2 0.0 -0.2
C 0.1 -0.2 -0.1
S 0.0 -0.1 0.0
C 0.0 -0.1 0.0
C 0.0 0.2 0.1
N 0.1 0.1 -0.1
H 0.0 0.0 0.0
H 0.0 0.0 0.0
H 0.0 0.0 0.0
H 0.0 0.0 0.0
H 0.0 0.0 0.0
H 0.0 0.0 0.0
H 0.1 0.0 0.0
H 0.0 -0.1 0.0

No. 2
Density functional theory data (ωB97M-V with the def2-TZVPD basis set) for a structure of composition C38H44OP2Zr at a distorted geometry.

Its spin multiplicity is 1. The total charge is +2. The HOMO-LUMO gap comes out at 0.2127 hartree. The calculation puts the highest occupied orbital energy at -0.4809 hartree. The calculated total energy is -2278.79232 a.u.

Last column: Löwdin charge in e.
CARTESIAN COORDINATES (ANGSTROEM)
Zr1 -0.155338 0.698873 0.109670  1.450
C1 -1.882812 0.851699 -7.251235  -0.103
C2 -1.886623 -0.426455 -6.854525  -0.134
C3 -1.059732 -1.541253 -7.437917  -0.187
C4 0.316469 -1.158860 -8.036701  -0.194
C5 1.194764 -0.329266 -7.141797  -0.111
C6 1.218208 1.006541 -7.065964  -0.117
C7 0.362629 1.964820 -7.846919  -0.181
C8 -1.020900 1.457475 -8.323405  -0.195
C9 1.706391 0.526635 1.292548  -0.276
H1 -2.605267 1.551247 -6.808379  0.104
H2 -2.614211 -0.749638 -6.098885  0.087
H3 -1.627487 -2.069287 -8.226617  0.126
H4 -0.887477 -2.285136 -6.643537  0.099
H5 0.848098 -2.110804 -8.198022  0.115
H6 0.180513 -0.718933 -9.034090  0.106
H7 1.912720 -0.912439 -6.551725  0.098
H8 1.978887 1.496602 -6.447306  0.078
H9 0.909251 2.324057 -8.738120  0.126
H10 0.197511 2.854971 -7.219140  0.108
H11 -1.557731 2.350445 -8.683989  0.116
H12 -0.899070 0.804004 -9.197130  0.105
H13 1.715855 1.377776 2.006436  0.037
H14 2.727404 0.430881 0.897034  0.009
H15 1.551946 -0.362388 1.934355  0.020
P1 -1.611884 -0.588599 -1.679414  0.966
P2 1.629677 0.034868 -1.660062  0.935
C10 -0.578709 -0.788650 -3.131948  -0.263
C11 0.766660 -0.630728 -3.092475  -0.269
C12 -2.546048 -2.144442 -1.577835  -0.356
C13 -2.890084 -2.869241 -2.734401  -0.077
C14 -3.632570 -4.048959 -2.622157  -0.048
C15 -4.039384 -4.514567 -1.367356  -0.039
C16 -3.675800 -3.802414 -0.214087  -0.047
C17 -2.893172 -2.651094 -0.314351  -0.082
C18 -2.814411 0.715500 -2.175172  -0.359
C19 -2.330661 2.027871 -2.280126  -0.134
C20 -3.231855 3.083940 -2.412285  -0.062
C21 -4.599475 2.822897 -2.558608  -0.039
C22 -5.068626 1.501370 -2.563181  -0.036
C23 -4.181428 0.443119 -2.356511  -0.057
C24 3.126868 -0.995747 -1.496255  -0.359
C25 2.972198 -2.298111 -0.980767  -0.092
C26 4.092257 -3.103177 -0.775635  -0.056
C27 5.376323 -2.631393 -1.091561  -0.040
C28 5.527590 -1.345475 -1.627160  -0.050
C29 4.412550 -0.525991 -1.827978  -0.064
C30 2.243431 1.705674 -2.151672  -0.374
C31 2.503339 2.687438 -1.184355  -0.111
C32 2.901621 3.968329 -1.582358  -0.052
C33 3.095867 4.256829 -2.938596  -0.035
C34 2.848217 3.267528 -3.902253  -0.038
C35 2.398640 2.004197 -3.514194  -0.077
H16 -1.123484 -1.040621 -4.050353  0.069
H17 1.418128 -0.948283 -3.916105  0.090
H18 -2.569167 -2.527787 -3.718834  0.097
H19 -3.886945 -4.606918 -3.526663  0.122
H20 -4.624943 -5.433463 -1.286085  0.123
H21 -3.993578 -4.164029 0.768574  0.120
H22 -2.528138 -2.133295 0.575077  0.073
H23 -1.249603 2.248810 -2.270912  0.092
H24 -2.864536 4.112918 -2.400207  0.119
H25 -5.305484 3.646143 -2.669908  0.122
H26 -6.128017 1.292161 -2.719840  0.124
H27 -4.534596 -0.589321 -2.338644  0.111
H28 1.977736 -2.678739 -0.726854  0.110
H29 3.971800 -4.108663 -0.366800  0.118
H30 6.253671 -3.261654 -0.930642  0.121
H31 6.520826 -0.974180 -1.892970  0.121
H32 4.539627 0.480056 -2.231529  0.107
H33 2.410647 2.466808 -0.115987  0.074
H34 3.059514 4.739821 -0.829955  0.119
H35 3.432407 5.249100 -3.245630  0.124
H36 2.999409 3.487260 -4.961353  0.119
H37 2.149488 1.250317 -4.263884  0.084
C36 -3.036883 0.080858 2.196971  -0.037
C37 -1.525777 0.146801 2.341189  -0.542
C38 -1.025496 -0.446370 3.655700  -0.022
O1 -0.928986 -0.620955 1.281286  -0.419
H38 -3.359947 -0.946517 2.389111  0.095
H39 -3.373525 0.364885 1.193511  0.079
H40 -3.519010 0.733141 2.933001  0.105
H41 -1.213987 1.212092 2.297865  0.122
H42 -1.377188 -1.482740 3.739524  0.105
H43 0.068208 -0.439235 3.721516  0.081
H44 -1.424496 0.105058 4.514242  0.103

Forces on the atoms, in the same order (eV/Å):
Zr -0.5 -0.5 2.1
C -0.3 -0.3 0.3
C -0.2 0.3 -0.3
C 0.3 -0.2 0.0
C -0.1 -0.6 -0.2
C 0.2 0.4 0.2
C 0.2 -0.4 -0.2
C -0.3 0.2 0.0
C 0.0 0.5 -0.4
C 0.6 -0.3 0.3
H 0.3 -0.4 0.1
H 0.1 0.2 -0.2
H 0.1 0.2 0.4
H 0.0 0.1 -0.2
H -0.2 0.3 -0.1
H 0.2 -0.1 0.5
H -0.2 0.3 -0.1
H -0.2 -0.3 -0.1
H -0.1 -0.1 0.3
H 0.1 -0.2 -0.1
H 0.2 -0.3 -0.1
H -0.2 0.2 0.4
H -0.2 0.0 -0.3
H -0.3 0.1 0.1
H 0.0 0.3 -0.4
P -0.5 -0.1 -1.3
P 1.1 -0.1 -0.5
C 1.1 0.2 -0.5
C -0.9 -0.4 -0.5
C 0.2 -0.5 0.3
C -0.1 0.0 0.2
C 0.1 0.1 0.0
C 0.2 0.4 0.1
C 0.0 -0.2 -0.1
C -0.1 0.2 -0.1
C 0.0 -0.4 0.0
C -0.2 0.1 0.5
C -0.1 0.2 -0.1
C 0.1 -0.3 0.1
C 0.2 0.1 -0.1
C 0.3 0.2 0.1
C 0.1 -0.3 0.4
C 0.2 0.2 0.0
C 0.2 0.0 -0.1
C -0.4 0.3 -0.1
C -0.1 -0.2 0.0
C -0.3 0.0 0.2
C -0.5 -0.2 -0.2
C -0.2 0.2 0.0
C 0.0 -0.1 -0.2
C -0.1 -0.4 0.1
C 0.0 0.0 0.2
C 0.0 0.1 0.1
H 0.6 -0.1 0.1
H -0.5 0.3 -0.1
H -0.2 -0.1 0.2
H 0.1 0.2 0.3
H 0.2 0.4 0.0
H 0.2 0.1 -0.4
H -0.3 -0.2 -0.3
H -0.2 -0.1 0.0
H -0.2 -0.3 -0.2
H 0.2 -0.2 0.0
H 0.3 0.1 0.1
H 0.0 0.3 0.1
H 0.3 0.1 -0.1
H 0.0 0.3 -0.1
H -0.3 0.2 0.0
H -0.4 -0.1 0.1
H 0.0 -0.3 0.1
H 0.1 0.1 -0.4
H 0.1 -0.2 -0.2
H -0.1 -0.3 0.1
H -0.1 -0.1 0.3
H 0.2 0.3 0.1
C -0.1 0.1 0.3
C -0.4 -1.2 0.7
C 0.0 0.2 0.3
O 0.2 1.2 -1.0
H 0.0 0.1 0.0
H 0.1 0.0 0.1
H 0.0 -0.1 -0.1
H 0.3 0.4 -0.3
H 0.1 0.2 -0.1
H -0.2 0.0 -0.1
H 0.1 0.0 -0.2